Entry 1:
C16H43BBr2N17O11P2 | the ωB97M-V functional and the def2-TZVPD basis

XYZ file:
```
92
C16H43BBr2N17O11P2 (the ωB97M-V functional and the def2-TZVPD basis)
C 2.13835 3.60036 3.25626
C 2.96365 2.63892 2.88710
N 2.92402 2.04358 1.55543
C 2.28710 0.86097 1.44533
N 1.75812 0.20635 2.50763
C 1.24357 -0.92168 1.98134
B 0.52617 -1.98602 2.95164
O 1.26832 -2.40195 4.03087
C -0.94618 -2.49078 2.70107
C -1.94264 -1.31991 2.43518
N 1.42472 -0.94879 0.66128
C 0.98189 -2.02194 -0.14743
Br 1.98139 -3.65934 0.00806
C -0.08317 -1.94831 -0.94610
C -0.59768 -3.09400 -1.77885
Br -1.01019 -0.26940 -0.97450
N 2.09094 0.19621 0.28306
C 2.37272 0.40444 -1.11217
P 3.71345 -0.72694 -1.76892
O 4.53442 -1.29216 -0.69313
O 4.60512 0.14694 -2.79772
O 3.03266 -1.88203 -2.67983
P 3.73816 3.01194 0.34435
N 4.73162 1.89231 -0.53463
O 2.48296 3.33922 -0.72244
H 2.24355 4.01556 4.25023
H 1.33088 3.96373 2.63138
H 3.69357 2.21517 3.56400
H 0.68277 -2.36484 4.79479
H -1.25005 -3.04745 3.58925
H -0.92531 -3.13595 1.81676
H -2.34792 -0.91227 3.36099
H -2.76895 -1.70638 1.83919
H -1.47286 -0.49758 1.89406
H -0.90585 -3.91038 -1.12975
H 0.21034 -3.48209 -2.40158
H -1.44638 -2.77965 -2.37742
H 1.46687 0.16401 -1.68015
H 2.64598 1.41734 -1.39644
H 4.17263 0.96370 -3.07263
H 2.21382 -1.58213 -3.09409
H 4.73054 0.97938 -0.07437
H 5.67150 2.25891 -0.43286
H 1.62377 3.22779 -0.29422
C -2.88657 -6.28684 -2.39690
O -2.19479 -5.37292 -1.94774
N -4.21711 -6.38187 -2.10852
N -2.38390 -7.25262 -3.20124
H -4.80771 -7.11145 -2.45759
H -4.61323 -5.67534 -1.51751
H -1.40125 -7.21540 -3.43667
H -2.93578 -8.00142 -3.57293
C -0.82619 4.33106 -1.64311
O -1.88049 4.39823 -1.02822
N -0.20912 3.12378 -1.86954
N -0.18965 5.42080 -2.13749
H 0.65282 3.02101 -2.37015
H -0.67314 2.31517 -1.50299
H -0.61536 6.32273 -1.96984
H 0.67586 5.37805 -2.64066
C -5.21486 0.32441 -1.38078
O -5.18689 -0.89358 -1.43357
N -6.30935 1.01853 -0.95399
N -4.14120 1.09158 -1.74459
H -6.34963 2.01847 -0.90485
H -7.11255 0.48413 -0.68120
H -3.32921 0.60233 -2.06442
H -4.12677 2.09481 -1.70820
C 0.77161 2.96547 6.71489
O 0.95978 4.03623 6.15897
N 0.36315 1.84963 6.03744
N 0.95740 2.79915 8.05470
H 0.20515 0.96380 6.47643
H 0.22368 1.93660 5.04828
H 1.25710 3.60023 8.57855
H 0.81015 1.93209 8.53424
C 0.98903 -7.65375 -5.11199
O -0.03360 -7.98981 -4.52875
N 0.96698 -6.84679 -6.21038
N 2.22278 -8.06445 -4.70787
H 1.78917 -6.56218 -6.70703
H 0.07018 -6.53406 -6.53238
H 2.26678 -8.66270 -3.90415
H 3.07350 -7.80685 -5.17006
C -1.38595 7.96672 0.67670
O -0.98840 8.15012 -0.46564
N -2.26203 6.97173 0.99276
N -0.97758 8.74660 1.71998
H -2.59857 6.79864 1.91996
H -2.56992 6.37832 0.24005
H -0.33374 9.48721 1.51473
H -1.28891 8.61952 2.66335
```

Computed properties:
Multiplicity: 1
Gap between HOMO and LUMO in eV: 8.19
Net charge: +1
Energy relative to the best compared isomer or geometry (same formula, charge and spin) in kcal per mole: 0.0
LUMO level in eV: -3.11

Mulliken atomic charge list, values in e, 6 entries: -0.852, -0.232, 0.216, 0.538, -0.531, -0.427

---

Entry 2:
C4H11BrP | the ωB97M-V functional and the def2-TZVPD basis

XYZ file:
```
17
C4H11BrP (the ωB97M-V functional and the def2-TZVPD basis)
C 0.14288 -0.41339 -1.45589
C -0.43697 1.76812 0.29594
C 1.08729 -0.65583 1.34117
C -1.72786 -0.67579 0.71157
P -0.18153 0.01198 0.23426
Br -3.26432 -0.24962 -0.45736
H 0.87159 -1.14407 -1.38047
H 0.54028 0.48140 -2.01565
H -0.62549 -0.90509 -2.03980
H -1.27587 1.91545 -0.35464
H 0.29603 2.39040 -0.18640
H -0.55703 2.10972 1.26666
H 1.27241 -0.02072 2.18180
H 2.06376 -0.72930 0.67475
H 0.96507 -1.62607 1.66942
H -1.30505 -2.32716 0.36336
H -1.87717 -0.96578 1.78805
```

Computed properties:
Expectation value of S²: 2.006
Multiplicity: 3
Gap between HOMO and LUMO (spin up / spin down) in eV: 7.56 / 7.82
Net charge: +1
LUMO level (spin up / spin down) in eV: -3.66 / -7.41

Mulliken atomic charge list, values in e, 6 entries: -1.151, -1.222, -1.228, -0.670, 1.116, 0.031

---

| no. | calculated total energy (Eh) |
| --- | --- |
| 1 | -8249.732764 |
| 2 | -3073.902032 |